# 1
This record from the OMol25 dataset describes an isolated molecule of C20H17N5O3 at a distorted geometry. The level of theory is wB97M-V/def2-TZVPD.

Properties
Gap between HOMO and LUMO ... 7.954 eV
Electronic energy ... -34606.84235 eV
ΔE to the lowest compared entry with this formula, charge and spin ... 21.6 kcal per mole
Largest force on an atom ... 2.4 eV Å⁻¹

Bonds (Å) are listed after each position.
CARTESIAN COORDINATES (ANGSTROEM)
1 O 0.459 2.962 1.773  C2 1.239
2 C -0.629 2.424 1.525  O1 1.239, C3 1.511, N12 1.407
3 C -1.888 3.095 2.024  C2 1.511, N4 1.385, C11 1.375
4 N -3.215 2.702 1.965  C3 1.385, N5 1.298
5 N -4.018 3.634 2.380  N4 1.298, C6 1.376
6 C -3.246 4.695 2.794  N5 1.376, C7 1.383, C11 1.442
7 C -3.568 5.921 3.346  C6 1.383, C8 1.492, H29 1.098
8 C -2.445 6.874 3.584  C7 1.492, C9 1.416, H30 1.112
9 C -1.092 6.518 3.362  C8 1.416, N10 1.400, H31 1.100
10 N -0.820 5.249 2.840  C9 1.400, C11 1.398, H32 1.039
11 C -1.863 4.365 2.550  C3 1.375, C6 1.442, N10 1.398
12 N -0.667 1.237 0.772  C2 1.407, C13 1.480, C28 1.520
13 C -1.936 0.676 0.258  N12 1.480, C14 1.539, H33 1.094, H34 1.105
14 C -1.771 -0.465 -0.762  C13 1.539, C15 1.504, H35 1.108, H36 1.116
15 C -0.699 -1.434 -0.347  C14 1.504, N16 1.387, C27 1.320
16 N -0.648 -2.786 -0.653  C15 1.387, C17 1.318
17 C 0.542 -3.098 -0.182  N16 1.318, C18 1.502, O26 1.363
18 C 1.154 -4.467 -0.270  C17 1.502, O19 1.436, H37 1.075, H38 1.124
19 O 2.473 -4.510 -0.839  C18 1.436, C20 1.372
20 C 2.724 -4.441 -2.185  O19 1.372, C21 1.386, C25 1.405
21 C 4.057 -4.455 -2.566  C20 1.386, C22 1.414, H39 1.097
22 C 4.429 -4.414 -3.930  C21 1.414, C23 1.395, H40 1.077
23 C 3.439 -4.382 -4.913  C22 1.395, C24 1.406, H41 1.079
24 C 2.084 -4.411 -4.541  C23 1.406, C25 1.406, H42 1.072
25 C 1.732 -4.403 -3.179  C20 1.405, C24 1.406, H43 1.092
26 O 1.221 -2.076 0.411  C17 1.363, C27 1.345
27 C 0.371 -1.038 0.315  C15 1.320, O26 1.345, C28 1.519
28 C 0.594 0.388 0.791  N12 1.520, C27 1.519, H44 1.086, H45 1.076
29 H -4.612 6.221 3.509  C7 1.098
30 H -2.734 7.878 3.963  C8 1.112
31 H -0.235 7.160 3.614  C9 1.100
32 H 0.142 4.907 2.646  N10 1.039
33 H -2.585 1.424 -0.206  C13 1.094
34 H -2.498 0.265 1.116  C13 1.105
35 H -2.720 -1.027 -0.869  C14 1.108
36 H -1.528 -0.105 -1.791  C14 1.116
37 H 0.466 -5.060 -0.844  C18 1.075
38 H 1.185 -4.926 0.756  C18 1.124
39 H 4.824 -4.518 -1.784  C21 1.097
40 H 5.477 -4.443 -4.176  C22 1.077
41 H 3.705 -4.440 -5.957  C23 1.079
42 H 1.330 -4.402 -5.303  C24 1.072
43 H 0.665 -4.383 -2.944  C25 1.092
44 H 1.374 0.788 0.148  C28 1.086
45 H 0.972 0.301 1.795  C28 1.076

Charge distribution, Löwdin scheme, values in e:
1. O 0.02
2. C -0.35
3. C -0.14
4. N 0.05
5. N 0.03
6. C -0.25
7. C 0.05
8. C -0.05
9. C -0.05
10. N 0.12
11. C -0.13
12. N 0.00
13. C -0.15
14. C -0.10
15. C -0.25
16. N 0.21
17. C -0.29
18. C -0.08
19. O -0.04
20. C -0.27
21. C -0.01
22. C -0.08
23. C -0.10
24. C -0.08
25. C -0.01
26. O 0.15
27. C -0.20
28. C -0.01
29. H 0.12
30. H 0.10
31. H 0.12
32. H 0.15
33. H 0.11
34. H 0.12
35. H 0.13
36. H 0.13
37. H 0.11
38. H 0.15
39. H 0.12
40. H 0.10
41. H 0.09
42. H 0.09
43. H 0.11
44. H 0.13
45. H 0.12

=====

# 2
This record from the OMol25 dataset describes a cluster of 4 separate species, C20H17NO17P in total at a distorted geometry. The level of theory is wB97M-V/def2-TZVPD.

Properties
Gap between HOMO and LUMO ... 4.908 eV
Electronic energy ... -66605.13505 eV
Net charge ... -1
Largest force on an atom ... 1.1 eV Å⁻¹

Bonds (Å) are listed after each position.
CARTESIAN COORDINATES (ANGSTROEM)
1 N 2.172 2.794 6.087  C2 1.467, H10 1.006, H11 1.006
2 C 1.236 3.136 5.009  N1 1.467, C3 1.560, P6 1.826, H12 1.088
3 C 1.089 2.021 3.929  C2 1.560, O4 1.243, O5 1.244
4 O -0.059 1.925 3.465  C3 1.243
5 O 2.125 1.383 3.667  C3 1.244
6 P 1.662 4.685 4.141  C2 1.826, O7 1.462, O8 1.602, O9 1.612
7 O 1.570 4.664 2.682  P6 1.462
8 O 0.775 5.867 4.759  P6 1.602, H13 0.963
9 O 3.151 5.070 4.625  P6 1.612, H14 0.968
10 H 1.766 2.947 6.994  N1 1.006
11 H 3.052 3.276 6.025  N1 1.006
12 H 0.253 3.279 5.451  C2 1.088
13 H 0.486 5.663 5.655  O8 0.963
14 H 3.735 4.482 4.126  O9 0.968
15 C 0.397 0.290 0.760  C16 1.340, C21 1.458, H25 1.091
16 C -0.800 -0.109 0.310  C15 1.340, C17 1.498, O24 1.333
17 C -0.951 -1.089 -0.813  C16 1.498, O18 1.224, C19 1.450
18 O -2.079 -1.414 -1.159  C17 1.224
19 C 0.244 -1.606 -1.452  C17 1.450, C20 1.338, H26 1.081
20 C 1.446 -1.215 -1.012  C19 1.338, C21 1.513, O23 1.328
21 C 1.601 -0.243 0.136  C15 1.458, C20 1.513, O22 1.215
22 O 2.739 0.042 0.453  C21 1.215
23 O 2.585 -1.641 -1.547  C20 1.328, H27 0.979
24 O -1.958 0.325 0.808  C16 1.333, H28 0.972
25 H 0.504 1.002 1.580  C15 1.091
26 H 0.122 -2.299 -2.273  C19 1.081
27 H 3.289 -1.205 -1.025  O23 0.979
28 H -2.652 -0.125 0.297  O24 0.972
29 C 2.559 1.806 -2.830  C30 1.337, C35 1.452, H39 1.082
30 C 3.025 1.715 -4.079  C29 1.337, C31 1.506, O38 1.329
31 C 2.465 2.554 -5.197  C30 1.506, O32 1.220, C33 1.450
32 O 2.962 2.418 -6.303  C31 1.220
33 C 1.374 3.465 -4.904  C31 1.450, C34 1.342, H40 1.081
34 C 0.906 3.553 -3.649  C33 1.342, C35 1.506, O37 1.321
35 C 1.483 2.732 -2.526  C29 1.452, C34 1.506, O36 1.211
36 O 1.018 2.886 -1.418  C35 1.211
37 O -0.080 4.354 -3.284  C34 1.321, H41 0.980
38 O 4.004 0.894 -4.448  C30 1.329, H42 0.976
39 H 2.950 1.215 -2.013  C29 1.082
40 H 0.971 4.050 -5.718  C33 1.081
41 H -0.197 4.217 -2.321  O37 0.980
42 H 4.130 1.045 -5.403  O38 0.976
43 C -4.107 -7.074 -0.632  C44 1.340, C49 1.450, H53 1.081
44 C -3.192 -6.573 0.208  C43 1.340, C45 1.509, O52 1.324
45 C -2.969 -5.089 0.360  C44 1.509, O46 1.215, C47 1.451
46 O -2.127 -4.740 1.162  C45 1.215
47 C -3.761 -4.183 -0.451  C45 1.451, C48 1.339, H54 1.081
48 C -4.672 -4.686 -1.295  C47 1.339, C49 1.506, O51 1.327
49 C -4.910 -6.167 -1.429  C43 1.450, C48 1.506, O50 1.219
50 O -5.773 -6.529 -2.209  C49 1.219
51 O -5.440 -3.938 -2.077  C48 1.327, H55 0.976
52 O -2.411 -7.319 0.974  C44 1.324, H56 0.978
53 H -4.275 -8.136 -0.746  C43 1.081
54 H -3.578 -3.122 -0.352  C47 1.081
55 H -6.002 -4.561 -2.575  O51 0.976
56 H -1.854 -6.691 1.477  O52 0.978

Charge distribution, Löwdin scheme, values in e:
1. N 0.02
2. C -0.34
3. C -0.76
4. O -0.05
5. O -0.04
6. P 0.45
7. O -0.26
8. O -0.13
9. O -0.16
10. H 0.05
11. H 0.04
12. H 0.11
13. H 0.07
14. H 0.08
15. C 0.10
16. C -0.23
17. C -0.31
18. O 0.06
19. C 0.06
20. C -0.25
21. C -0.31
22. O 0.12
23. O 0.09
24. O 0.11
25. H 0.11
26. H 0.13
27. H 0.11
28. H 0.10
29. C 0.09
30. C -0.24
31. C -0.32
32. O 0.09
33. C 0.07
34. C -0.24
35. C -0.30
36. O 0.15
37. O 0.12
38. O 0.11
39. H 0.12
40. H 0.13
41. H 0.13
42. H 0.11
43. C 0.07
44. C -0.24
45. C -0.31
46. O 0.12
47. C 0.08
48. C -0.23
49. C -0.32
50. O 0.09
51. O 0.12
52. O 0.11
53. H 0.13
54. H 0.12
55. H 0.11
56. H 0.12

=====

# 3
This record from the OMol25 dataset describes an isolated molecule of C20H18Cl2N2O6S at a distorted geometry. The level of theory is wB97M-V/def2-TZVPD.

Properties
Gap between HOMO and LUMO ... 8.380 eV
Electronic energy ... -72176.48893 eV
ΔE to the lowest compared entry with this formula, charge and spin ... 0.0 kcal per mole
Largest force on an atom ... 4.3 eV Å⁻¹

Bonds (Å) are listed after each position.
CARTESIAN COORDINATES (ANGSTROEM)
1 C 2.602 0.610 3.328  C2 1.539, H32 1.108, H33 1.098, H34 1.089
2 C 2.192 2.085 3.493  C1 1.539, O3 1.434, H35 1.119, H36 1.112
3 O 0.774 2.235 3.641  C2 1.434, C4 1.332
4 C 0.315 3.483 3.559  O3 1.332, O5 1.222, C6 1.571
5 O 0.997 4.488 3.693  C4 1.222
6 C -1.232 3.699 3.401  C4 1.571, O7 1.442, H37 1.113, H38 1.072
7 O -1.599 4.505 2.263  C6 1.442, C8 1.391
8 C -1.089 4.098 1.034  O7 1.391, C9 1.413, C30 1.405
9 C -0.740 2.755 0.767  C8 1.413, C10 1.420, H39 1.101
10 C -0.155 2.305 -0.446  C9 1.420, N11 1.375, C27 1.407
11 N 0.173 0.978 -0.598  C10 1.375, C12 1.425, C25 1.390
12 C 1.526 0.536 -0.537  N11 1.425, S13 1.645, N14 1.373
13 S 2.793 1.554 -0.286  C12 1.645
14 N 1.816 -0.803 -0.631  C12 1.373, C15 1.402, H40 1.017
15 C 0.877 -1.771 -1.011  N14 1.402, C16 1.425, C24 1.390
16 C 1.239 -3.122 -1.284  C15 1.425, C17 1.402, H41 1.056
17 C 0.285 -4.075 -1.669  C16 1.402, O18 1.393, C20 1.443
18 O 0.756 -5.379 -1.810  C17 1.393, C19 1.457
19 C 0.254 -6.237 -2.875  O18 1.457, H42 1.108, H43 1.094, H44 1.102
20 C -1.095 -3.678 -1.802  C17 1.443, O21 1.372, C23 1.416
21 O -2.053 -4.606 -2.125  C20 1.372, C22 1.431
22 C -3.333 -4.245 -2.653  O21 1.431, H45 1.102, H46 1.077, H47 1.070
23 C -1.420 -2.326 -1.533  C20 1.416, C24 1.415, H48 1.096
24 C -0.447 -1.370 -1.158  C15 1.390, C23 1.415, C25 1.477
25 C -0.808 0.037 -0.890  N11 1.390, C24 1.477, O26 1.230
26 O -2.000 0.336 -0.823  C25 1.230
27 C 0.050 3.264 -1.455  C10 1.407, Cl28 1.789, C29 1.398
28 Cl 0.669 2.723 -3.044  C27 1.789
29 C -0.326 4.598 -1.275  C27 1.398, C30 1.414, H49 1.092
30 C -0.844 4.994 -0.020  C8 1.405, C29 1.414, Cl31 1.799
31 Cl -1.083 6.757 0.250  C30 1.799
32 H 2.475 -0.020 4.231  C1 1.108
33 H 2.050 0.063 2.554  C1 1.098
34 H 3.658 0.536 3.077  C1 1.089
35 H 2.504 2.611 2.556  C2 1.119
36 H 2.694 2.590 4.346  C2 1.112
37 H -1.694 2.689 3.337  C6 1.113
38 H -1.546 4.239 4.273  C6 1.072
39 H -0.957 1.943 1.479  C9 1.101
40 H 2.785 -1.088 -0.517  N14 1.017
41 H 2.251 -3.408 -1.197  C16 1.056
42 H 1.075 -6.812 -3.346  C19 1.108
43 H -0.509 -6.906 -2.467  C19 1.094
44 H -0.234 -5.699 -3.705  C19 1.102
45 H -3.240 -3.355 -3.296  C22 1.102
46 H -4.037 -4.066 -1.859  C22 1.077
47 H -3.712 -5.047 -3.250  C22 1.070
48 H -2.452 -1.966 -1.595  C23 1.096
49 H -0.205 5.270 -2.128  C29 1.092

Charge distribution, Löwdin scheme, values in e:
1. C -0.08
2. C -0.21
3. O 0.00
4. C -0.45
5. O 0.11
6. C -0.06
7. O -0.04
8. C -0.25
9. C 0.09
10. C -0.30
11. N 0.02
12. C -0.74
13. S 0.71
14. N 0.07
15. C -0.16
16. C 0.08
17. C -0.16
18. O -0.08
19. C -0.05
20. C -0.17
21. O -0.10
22. C -0.05
23. C 0.08
24. C -0.07
25. C -0.33
26. O 0.09
27. C -0.53
28. Cl 0.66
29. C -0.10
30. C -0.50
31. Cl 0.65
32. H 0.08
33. H 0.06
34. H 0.07
35. H 0.11
36. H 0.13
37. H 0.13
38. H 0.13
39. H 0.14
40. H 0.14
41. H 0.11
42. H 0.09
43. H 0.09
44. H 0.09
45. H 0.10
46. H 0.09
47. H 0.08
48. H 0.13
49. H 0.11

=====

Question: Among the records above, which one has the lowest electronic energy?
Answer: C20H18Cl2N2O6S